Version one
A 3-piece molecular cluster, C3H12O3 overall. Source: the Open Molecules 2025 dataset; level of theory: ωB97M-V/def2-TZVPD.

Each line ends with the Löwdin charge.
Cartesian coordinates (Å):
C (30.64, -26.81, -17.82)  -0.15
O (30.57, -27.77, -16.77)  -0.12
H (30.34, -27.19, -18.80)  0.08
H (30.06, -25.92, -17.54)  0.07
H (31.64, -26.38, -17.94)  0.08
H (29.89, -28.39, -17.05)  0.08
C (29.45, -29.96, -13.56)  -0.18
O (30.41, -29.10, -12.97)  -0.12
H (29.12, -29.56, -14.53)  0.06
H (29.88, -30.95, -13.73)  0.08
H (28.54, -30.13, -12.98)  0.08
H (30.08, -28.20, -13.09)  0.04
C (28.46, -25.55, -14.60)  -0.15
O (29.03, -26.82, -14.28)  -0.13
H (27.57, -25.42, -13.97)  0.08
H (29.09, -24.68, -14.44)  0.08
H (28.10, -25.54, -15.63)  0.08
H (29.63, -27.00, -15.02)  0.05

The calculation puts the molar mass at 96.126 Da. The calculation puts the HOMO-LUMO gap at 10.4277 eV. The LUMO energy comes out at 0.64 eV. Its SMILES is CO.CO.CO. Its charge is 0.

***

Version two
A 3-piece molecular cluster, C3H12O3 overall. Source: the Open Molecules 2025 dataset; level of theory: ωB97M-V/def2-TZVPD.

Each line ends with the Löwdin charge.
Cartesian coordinates (Å):
C (-0.36, 0.93, 0.72)  -0.25
O (-0.59, 2.37, 0.58)  -0.10
C (0.40, 0.25, -0.40)  -0.26
C (1.91, 0.22, -0.22)  -0.10
H (0.06, 0.89, 1.73)  0.12
H (-1.40, 0.59, 0.86)  0.10
H (-0.07, 2.84, 1.23)  0.06
H (-0.15, -0.64, -0.70)  0.10
H (0.13, 0.93, -1.22)  0.11
H (2.20, -0.34, 0.67)  0.07
H (2.39, -0.40, -0.98)  0.07
H (2.40, 1.18, -0.32)  0.08
H (0.45, -3.87, 0.45)  0.03
H (0.62, -2.37, 0.93)  0.01
O (0.36, -3.26, 1.18)  -0.05
H (-2.25, 0.08, -2.14)  0.04
H (-3.12, 0.62, -0.86)  0.02
O (-2.99, -0.03, -1.53)  -0.05

The calculation puts the molar mass at 96.126 Da. The calculation puts the HOMO-LUMO gap at 11.2575 eV. The LUMO energy comes out at 0.70 eV. Its SMILES is CCCO.O.O. Its charge is 0.

***

Version three
A 3-piece molecular cluster, C3H12O3 overall. Source: the Open Molecules 2025 dataset; level of theory: ωB97M-V/def2-TZVPD.

Each line ends with the Löwdin charge.
Cartesian coordinates (Å):
C (0.94, -0.62, -0.31)  -0.06
C (-0.12, 0.23, 0.38)  -0.46
C (-1.07, 0.90, -0.60)  -0.04
O (-0.97, -0.57, 1.24)  -0.07
H (1.90, -0.59, 0.21)  0.07
H (0.84, -1.70, -0.21)  0.08
H (1.12, -0.27, -1.32)  0.07
H (0.38, 0.92, 1.05)  0.13
H (-0.53, 1.38, -1.42)  0.07
H (-1.71, 0.09, -0.94)  0.09
H (-1.64, 1.65, -0.07)  0.08
H (-0.57, -0.59, 2.09)  0.08
H (3.07, 2.67, 0.09)  0.04
H (2.43, 2.57, -1.29)  0.04
O (2.72, 2.04, -0.55)  -0.05
H (-1.92, -3.32, 0.86)  0.01
H (-2.38, -1.94, 0.55)  -0.01
O (-2.47, -2.84, 0.26)  -0.05

The calculation puts the molar mass at 96.126 Da. The calculation puts the HOMO-LUMO gap at 10.9500 eV. The LUMO energy comes out at 0.53 eV. Its SMILES is CC(C)O.O.O. Its charge is 0.

***

Q: What are the energies relative to the best structure? A: version one 0.0362; version two 0.0215; version three 0.0000, in hartree.

***

Version one
One molecule with the formula C3H5F3. Source: the Open Molecules 2025 dataset; level of theory: ωB97M-V/def2-TZVPD.

Each line ends with the Löwdin charge.
Cartesian coordinates (Å):
C (1.19, 0.15, 0.20)  -0.11
C (0.09, -0.34, -0.60)  -0.17
C (-1.14, 0.05, 0.10)  -0.60
H (1.13, 1.26, 0.26)  0.11
H (2.13, -0.16, -0.14)  0.06
H (1.21, -0.29, 1.24)  0.11
H (0.04, 0.14, -1.56)  0.13
H (0.01, -1.43, -0.70)  0.15
F (-1.20, 1.42, 0.30)  0.09
F (-1.14, -0.53, 1.35)  0.08
F (-2.32, -0.27, -0.45)  0.15

The calculation puts the molar mass at 98.067 Da. The calculation puts the HOMO-LUMO gap at 13.4484 eV. The LUMO energy comes out at 1.02 eV. Its SMILES is CCC(F)(F)F. Its charge is 0.

***

Version two
C3H5F3 as an isolated structure. Source: the Open Molecules 2025 dataset; level of theory: ωB97M-V/def2-TZVPD.

Each line ends with the Löwdin charge.
Cartesian coordinates (Å):
C (-0.21, -0.77, 0.20)  -0.06
C (0.96, -0.11, -0.42)  -0.24
C (1.18, 1.84, -0.20)  -0.28
F (1.04, -0.22, -1.80)  -0.03
F (0.54, 2.20, 0.87)  0.09
F (2.48, 2.17, -0.04)  0.06
H (-0.41, -0.49, 1.19)  0.07
H (0.05, -1.82, 0.19)  0.09
H (-1.02, -0.48, -0.39)  0.07
H (1.86, -0.61, 0.12)  0.14
H (0.65, 2.19, -1.02)  0.11

The calculation puts the molar mass at 98.067 Da. The calculation puts the HOMO-LUMO gap at 11.0398 eV. The LUMO energy comes out at 1.08 eV. Its charge is 0.

***

Version three
One molecule with the formula C3H5F3. Source: the Open Molecules 2025 dataset; level of theory: ωB97M-V/def2-TZVPD.

Each line ends with the Löwdin charge.
Cartesian coordinates (Å):
C (1.20, 0.31, 0.05)  -0.23
C (0.03, -0.56, -0.40)  -0.11
C (-1.17, 0.07, 0.15)  -0.46
H (1.22, 0.16, 1.16)  0.14
H (0.94, 1.33, -0.19)  0.12
H (-0.09, -0.54, -1.48)  0.13
H (0.13, -1.57, 0.15)  0.17
H (-1.03, 0.17, 1.25)  0.16
F (2.49, -0.03, -0.23)  -0.02
F (-1.40, 1.30, -0.31)  0.07
F (-2.32, -0.64, -0.15)  0.04

The calculation puts the molar mass at 98.067 Da. The calculation puts the HOMO-LUMO gap at 13.0951 eV. The LUMO energy comes out at 1.00 eV. Its SMILES is FCCC(F)F. Its charge is 0.

***

Q: What are the energies relative to the best structure? A: version one 0.0000; version two 0.0832; version three 0.0338, in hartree.

***

Version one
One molecule with the formula C3H2N2S. Source: the Open Molecules 2025 dataset; level of theory: ωB97M-V/def2-TZVPD.

Each line ends with the Löwdin charge.
Cartesian coordinates (Å):
C (-0.41, -0.32, 0.71)  -0.54
C (-1.36, -0.30, -0.15)  -0.15
C (0.93, -0.09, 0.55)  -0.72
N (-1.81, -0.27, -1.23)  0.22
N (1.71, 0.51, -0.23)  0.13
S (0.54, -0.60, 2.16)  0.93
H (-2.27, 0.35, -1.84)  0.08
H (2.66, 0.73, 0.02)  0.05

The calculation puts the molar mass at 98.130 Da. The calculation puts the HOMO-LUMO gap at 8.6172 eV. The LUMO energy comes out at 0.46 eV. Its SMILES is [H]/N=C1\SC1=C=N. Its charge is 0.

***

Version two
One molecule with the formula C3H2N2S. Source: the Open Molecules 2025 dataset; level of theory: ωB97M-V/def2-TZVPD.

Each line ends with the Löwdin charge.
Cartesian coordinates (Å):
C (-1.13, 0.10, 0.18)  -0.61
C (0.15, 0.73, 0.45)  -0.14
C (1.46, -0.74, -0.77)  -0.39
N (1.96, -1.66, -1.28)  0.17
N (1.26, 0.21, 0.02)  0.10
S (-2.63, 0.54, 0.69)  0.73
H (-1.25, -0.67, -0.52)  0.02
H (0.17, 1.48, 1.22)  0.11

The calculation puts the molar mass at 98.130 Da. The calculation puts the HOMO-LUMO gap at 7.2290 eV. The LUMO energy comes out at -2.56 eV. Its SMILES is N#C/N=C\C=S. Its charge is 0.

***

Version three
One molecule with the formula C3H2N2S. Source: the Open Molecules 2025 dataset; level of theory: ωB97M-V/def2-TZVPD.

Each line ends with the Löwdin charge.
Cartesian coordinates (Å):
C (0.29, 0.14, 0.14)  -0.77
C (-0.70, 0.74, -0.78)  -0.19
C (-0.29, -1.21, 0.29)  -0.19
H (-0.71, 1.75, -1.18)  0.11
H (0.12, -2.03, 0.91)  0.12
N (-1.63, -0.09, -1.07)  0.04
N (-1.37, -1.34, -0.39)  0.05
S (1.62, 0.77, 0.78)  0.83

The calculation puts the molar mass at 98.130 Da. The calculation puts the HOMO-LUMO gap at 7.2699 eV. The LUMO energy comes out at -2.47 eV. Its SMILES is S=C1C=NN=C1. Its charge is 0.

***

Q: What are the energies relative to the best structure? A: version one 0.0510; version two 0.0062; version three 0.0000, in hartree.

***

Version one
One molecule with the formula C10H12O3. Source: the Open Molecules 2025 dataset; level of theory: ωB97M-V/def2-TZVPD.

Each line ends with the Löwdin charge.
Cartesian coordinates (Å):
C (-1.47, 0.09, -3.22)  -0.05
C (-0.55, 0.22, -1.99)  -0.24
C (0.06, 1.44, -1.58)  -0.04
C (0.82, 1.47, -0.42)  -0.03
C (1.08, 0.33, 0.35)  -0.26
C (1.69, 0.96, 2.59)  -0.04
C (0.79, 0.10, 3.48)  -0.51
C (0.40, -0.85, -0.03)  0.03
C (-0.38, -0.86, -1.16)  -0.29
C (-1.14, -2.13, -1.31)  -0.06
H (-1.33, 1.07, -3.80)  0.10
H (-2.53, 0.01, -2.84)  0.09
H (-1.21, -0.87, -3.73)  0.09
H (-0.07, 2.32, -2.15)  0.09
H (1.10, 2.50, -0.12)  0.12
H (1.13, 1.87, 2.31)  0.14
H (2.59, 1.24, 3.02)  0.11
H (-0.21, 0.00, 4.89)  0.20
H (0.41, -1.63, 0.68)  0.10
H (-2.16, -1.68, -1.61)  0.10
H (-1.15, -2.80, -0.38)  0.11
H (-0.84, -2.76, -2.18)  0.09
O (1.99, 0.19, 1.37)  -0.05
O (0.44, 0.80, 4.61)  0.07
O (0.52, -1.02, 3.21)  0.14

The calculation puts the molar mass at 180.203 Da. The calculation puts the HOMO-LUMO gap at 9.0979 eV. The LUMO energy comes out at 0.62 eV. Its SMILES is Cc1ccc(OCC(=O)O)cc1C. Its charge is 0.

***

Version two
A 2-piece molecular cluster, C10H12O3 overall. Source: the Open Molecules 2025 dataset; level of theory: ωB97M-V/def2-TZVPD.

Each line ends with the Löwdin charge.
Cartesian coordinates (Å):
C (-0.72, -3.92, 0.54)  -0.05
C (-0.49, -2.37, 0.32)  -0.17
C (-0.98, -1.61, -0.84)  0.08
C (-0.57, -0.22, -0.92)  -0.26
C (-0.91, 1.97, -1.52)  -0.07
C (-0.16, 2.05, -0.17)  -0.20
C (1.28, 2.65, -0.39)  -0.22
C (-0.07, 0.51, 0.20)  -0.07
C (0.35, -0.28, 1.37)  0.03
C (0.30, -1.72, 1.31)  -0.39
H (-0.90, -4.42, -0.44)  0.07
H (0.30, -4.26, 1.00)  0.10
H (-1.66, -4.09, 1.19)  0.10
H (-1.42, -2.16, -1.58)  0.08
H (-1.85, 2.53, -1.42)  0.10
H (-0.48, 2.57, -2.62)  0.20
H (-0.87, 2.60, 0.50)  0.16
H (2.02, 2.20, -0.96)  0.09
H (1.71, 2.65, 0.58)  0.09
H (2.04, 4.62, -0.32)  0.29
H (1.04, 0.17, 2.02)  0.08
H (0.82, -1.55, 3.06)  0.26
O (-0.98, 0.48, -2.00)  -0.05
O (1.12, 3.97, -1.12)  -0.21
O (1.06, -2.36, 2.20)  -0.02

The calculation puts the molar mass at 180.203 Da. The calculation puts the HOMO-LUMO gap at 7.5842 eV. The LUMO energy comes out at -0.06 eV. Its charge is 0.

***

Q: What are the energies relative to the best structure? A: version one 0.0000; version two 0.2076, in hartree.